Record 1
Formula: C7H10N4O
Source: the Open Molecules 2025 dataset
Level of theory: ωB97M-V/def2-TZVPD

## Properties
Largest force on an atom: 4.596 eV Å⁻¹
Energy relative to the best compared isomer or geometry (same formula, charge and spin): 0.848 eV
HOMO-LUMO gap: 8.66 eV
Structure (SMILES): CCNc1cncc(C(N)=O)n1

Last columns: bonded neighbours and bond lengths (Å).
Positions of all 22 atoms, in Å:
1 C 3.6440 -0.0252 -0.3223  C2 1.522, H13 1.129, H14 1.154, H15 1.128
2 C 2.5133 -0.4991 0.5803  C1 1.522, N3 1.447, H16 1.109, H17 1.084
3 N 1.2822 -0.8008 -0.1183  C2 1.447, C4 1.372, H18 1.051
4 C 0.2145 0.0600 -0.0962  N3 1.372, C5 1.398, N12 1.332
5 C 0.3866 1.4387 0.0579  C4 1.398, N6 1.365, H19 1.117
6 N -0.6910 2.2636 -0.0918  C5 1.365, C7 1.356
7 C -1.9167 1.6911 0.0042  N6 1.356, C8 1.431, H20 1.084
8 C -2.0288 0.2643 0.0297  C7 1.431, C9 1.548, N12 1.281
9 C -3.5058 -0.2004 0.0436  C8 1.548, N10 1.378, O11 1.210
10 N -3.6430 -1.5643 -0.0958  C9 1.378, H21 1.024, H22 0.992
11 O -4.4857 0.4909 0.2035  C9 1.210
12 N -1.0020 -0.4775 -0.1625  C4 1.332, C8 1.281
13 H 4.4173 0.2026 0.4684  C1 1.129
14 H 3.3610 0.8949 -0.9590  C1 1.154
15 H 4.0363 -0.8762 -0.9502  C1 1.128
16 H 2.8576 -1.4597 1.0140  C2 1.109
17 H 2.3765 0.3062 1.2932  C2 1.084
18 H 1.0263 -1.8135 0.0022  N3 1.051
19 H 1.3554 1.9714 -0.0974  C5 1.117
20 H -2.7878 2.3083 -0.1851  C7 1.084
21 H -2.9044 -2.2692 -0.1707  N10 1.024
22 H -4.5058 -1.9060 -0.4477  N10 0.992

Atomic partial charges in e from the Mulliken method, atoms 1 to 6: number 1, C, carries -0.934; number 2, C, carries -0.576; number 3, N, carries -0.240; number 4, C, carries 0.461; number 5, C, carries -0.212; number 6, N, carries -0.548

***

Record 2
Formula: C5H6FNO
Source: the Open Molecules 2025 dataset
Level of theory: ωB97M-V/def2-TZVPD

## Properties
Largest force on an atom: 4.750 eV Å⁻¹
Energy relative to the best compared isomer or geometry (same formula, charge and spin): 3.599 eV
HOMO-LUMO gap: 8.85 eV
Structure (SMILES): C=N/C=C\C=C(\O)F

Last columns: bonded neighbours and bond lengths (Å).
Positions of all 14 atoms, in Å:
1 C 2.1361 -0.9012 -0.3581  N2 1.263, H9 1.130, H10 1.076
2 N 2.2918 0.0343 0.4765  C1 1.263, C3 1.361
3 C 1.4978 1.1181 0.2620  N2 1.361, C4 1.289, H11 1.018
4 C 0.2216 1.0964 0.0829  C3 1.289, C5 1.490, H12 1.015
5 C -0.6755 -0.0701 0.3156  C4 1.490, C6 1.353, H13 1.085
6 C -2.0113 -0.0574 0.1000  C5 1.353, O7 1.380, F8 1.307
7 O -2.6610 -1.2561 0.3102  C6 1.380, H14 0.963
8 F -2.8456 0.8622 -0.3096  C6 1.307
9 H 2.8172 -1.7847 -0.1759  C1 1.130
10 H 1.3571 -0.8156 -1.0953  C1 1.076
11 H 1.8924 2.0548 0.2106  C3 1.018
12 H -0.3212 1.9491 -0.0132  C4 1.015
13 H -0.2006 -1.0448 0.3525  C5 1.085
14 H -3.4988 -1.1849 -0.1582  O7 0.963

Atomic partial charges in e from the Mulliken method, atoms 1 to 6: number 1, C, carries -0.601; number 2, N, carries -0.480; number 3, C, carries -0.193; number 4, C, carries -0.399; number 5, C, carries -0.261; number 6, C, carries 0.361

***

Question: The highest energy relative to the best compared isomer or geometry (same formula, charge and spin) belongs to which entry?
Answer: C5H6FNO

***

What did the first record say?
Formula: C7H10N4O
Source: the Open Molecules 2025 dataset
Level of theory: ωB97M-V/def2-TZVPD

## Properties
Largest force on an atom: 4.596 eV Å⁻¹
Energy relative to the best compared isomer or geometry (same formula, charge and spin): 0.848 eV
HOMO-LUMO gap: 8.66 eV
Structure (SMILES): CCNc1cncc(C(N)=O)n1

Last columns: bonded neighbours and bond lengths (Å).
Positions of all 22 atoms, in Å:
1 C 3.6440 -0.0252 -0.3223  C2 1.522, H13 1.129, H14 1.154, H15 1.128
2 C 2.5133 -0.4991 0.5803  C1 1.522, N3 1.447, H16 1.109, H17 1.084
3 N 1.2822 -0.8008 -0.1183  C2 1.447, C4 1.372, H18 1.051
4 C 0.2145 0.0600 -0.0962  N3 1.372, C5 1.398, N12 1.332
5 C 0.3866 1.4387 0.0579  C4 1.398, N6 1.365, H19 1.117
6 N -0.6910 2.2636 -0.0918  C5 1.365, C7 1.356
7 C -1.9167 1.6911 0.0042  N6 1.356, C8 1.431, H20 1.084
8 C -2.0288 0.2643 0.0297  C7 1.431, C9 1.548, N12 1.281
9 C -3.5058 -0.2004 0.0436  C8 1.548, N10 1.378, O11 1.210
10 N -3.6430 -1.5643 -0.0958  C9 1.378, H21 1.024, H22 0.992
11 O -4.4857 0.4909 0.2035  C9 1.210
12 N -1.0020 -0.4775 -0.1625  C4 1.332, C8 1.281
13 H 4.4173 0.2026 0.4684  C1 1.129
14 H 3.3610 0.8949 -0.9590  C1 1.154
15 H 4.0363 -0.8762 -0.9502  C1 1.128
16 H 2.8576 -1.4597 1.0140  C2 1.109
17 H 2.3765 0.3062 1.2932  C2 1.084
18 H 1.0263 -1.8135 0.0022  N3 1.051
19 H 1.3554 1.9714 -0.0974  C5 1.117
20 H -2.7878 2.3083 -0.1851  C7 1.084
21 H -2.9044 -2.2692 -0.1707  N10 1.024
22 H -4.5058 -1.9060 -0.4477  N10 0.992

Atomic partial charges in e from the Mulliken method, atoms 1 to 6: number 1, C, carries -0.934; number 2, C, carries -0.576; number 3, N, carries -0.240; number 4, C, carries 0.461; number 5, C, carries -0.212; number 6, N, carries -0.548